288
Properties=species:S:1:pos:R:3:lowdin_charge:R:1 method="wB97M-V/def2-TZVPD" energy_ev=-132463.369 lumo_energy_ev=0.24
C 21.04 21.42 20.04 -0.05
C 19.99 22.62 20.05 -0.42
C 20.58 23.69 20.98 -0.03
C 19.94 23.01 18.48 -0.11
C 18.81 24.02 18.13 -0.18
C 17.49 23.35 18.58 -0.13
C 17.48 22.86 20.09 -0.46
C 17.27 24.10 21.02 -0.01
C 16.28 21.88 20.15 -0.04
N 18.67 22.04 20.39 -0.15
O 18.58 21.44 21.61 0.00
H 21.16 20.98 21.03 0.07
H 20.63 20.62 19.42 0.05
H 22.05 21.67 19.73 0.08
H 20.25 23.67 22.02 0.08
H 21.67 23.74 21.05 0.08
H 20.25 24.65 20.59 0.06
H 20.89 23.34 18.08 0.12
H 19.63 22.15 17.89 0.09
H 19.04 24.91 18.73 0.09
H 18.84 24.30 17.08 0.10
H 17.41 22.52 17.88 0.09
H 16.64 23.97 18.29 0.11
H 17.25 23.93 22.09 0.08
H 16.30 24.53 20.77 0.08
H 18.09 24.79 20.83 0.06
H 15.48 22.35 19.58 0.08
H 16.06 21.81 21.22 0.08
H 16.49 20.88 19.79 0.05
H 18.59 20.53 21.32 0.10
C 27.19 17.40 18.04 -0.04
C 26.62 17.51 19.47 -0.43
C 27.40 16.54 20.46 -0.04
C 27.08 18.92 20.10 -0.13
C 26.25 19.49 21.26 -0.19
C 24.79 19.39 20.85 -0.14
C 24.30 17.89 20.46 -0.41
C 24.18 17.11 21.79 -0.01
C 23.00 18.28 19.62 -0.03
N 25.19 17.35 19.40 -0.18
O 24.75 16.15 18.99 0.01
H 28.26 17.24 18.11 0.07
H 26.81 16.58 17.42 0.07
H 27.12 18.28 17.40 0.08
H 27.43 16.91 21.48 0.06
H 27.04 15.51 20.51 0.07
H 28.44 16.43 20.14 0.07
H 28.11 18.86 20.46 0.11
H 27.18 19.73 19.37 0.11
H 26.51 18.92 22.15 0.10
H 26.50 20.54 21.41 0.11
H 24.65 20.03 19.98 0.11
H 24.09 19.71 21.63 0.11
H 23.83 17.59 22.70 0.08
H 25.16 16.73 22.09 0.07
H 23.56 16.24 21.57 0.07
H 23.19 18.87 18.73 0.09
H 22.30 18.86 20.23 0.06
H 22.48 17.35 19.38 0.05
H 24.15 16.41 18.29 0.10
C 11.47 22.62 15.27 -0.02
C 11.64 21.60 14.14 -0.52
C 10.37 21.55 13.30 -0.04
C 12.77 22.05 13.18 -0.13
C 14.21 21.68 13.64 -0.14
C 14.23 20.16 14.10 -0.11
C 13.19 19.79 15.21 -0.44
C 13.22 18.24 15.38 -0.02
C 13.68 20.49 16.54 -0.01
N 11.87 20.26 14.70 -0.11
O 10.79 19.82 15.47 -0.01
H 10.92 22.33 16.16 0.09
H 12.49 22.81 15.59 0.06
H 11.12 23.56 14.85 0.08
H 9.48 21.28 13.87 0.08
H 10.12 22.53 12.90 0.09
H 10.57 20.85 12.49 0.07
H 12.75 21.57 12.20 0.10
H 12.61 23.11 13.01 0.12
H 14.88 21.88 12.81 0.10
H 14.42 22.28 14.52 0.08
H 15.21 19.93 14.52 0.10
H 14.05 19.47 13.27 0.08
H 12.46 17.96 16.11 0.08
H 14.21 18.06 15.79 0.06
H 12.98 17.74 14.44 0.07
H 13.80 21.55 16.31 0.04
H 14.63 20.14 16.94 0.07
H 12.99 20.49 17.39 0.07
H 10.50 19.08 14.93 0.10
C 16.08 13.34 21.24 -0.06
C 15.36 12.27 20.44 -0.44
C 16.09 12.36 19.09 -0.04
C 15.65 10.90 21.23 -0.11
C 14.65 9.82 20.79 -0.18
C 13.21 10.36 20.93 -0.13
C 12.89 11.51 19.95 -0.49
C 13.07 11.08 18.48 -0.03
C 11.52 12.04 20.23 -0.04
N 13.88 12.57 20.36 -0.11
O 13.63 13.79 19.77 -0.02
H 17.16 13.16 21.26 0.06
H 15.95 14.33 20.81 0.06
H 15.63 13.46 22.22 0.09
H 17.17 12.32 19.25 0.07
H 15.86 11.61 18.34 0.08
H 15.93 13.31 18.58 0.06
H 16.61 10.65 20.79 0.10
H 15.67 11.06 22.31 0.10
H 14.86 9.51 19.77 0.10
H 14.81 9.00 21.50 0.11
H 12.98 10.55 21.98 0.12
H 12.64 9.50 20.59 0.11
H 13.26 11.90 17.79 0.06
H 12.19 10.55 18.12 0.08
H 13.84 10.37 18.20 0.07
H 10.79 11.24 20.16 0.09
H 11.20 12.80 19.51 0.08
H 11.37 12.57 21.17 0.09
H 12.84 14.11 20.21 0.10
C 19.63 12.53 12.26 -0.03
C 21.11 12.06 12.25 -0.51
C 21.53 11.68 13.68 -0.02
C 21.15 10.86 11.27 -0.13
C 22.61 10.34 10.99 -0.13
C 23.33 11.58 10.31 -0.15
C 23.27 12.91 11.02 -0.47
C 24.42 13.01 12.03 -0.03
C 23.42 14.01 9.86 -0.02
N 21.93 13.11 11.65 -0.10
O 21.83 14.34 12.33 -0.03
H 19.31 12.70 11.24 0.08
H 18.92 11.90 12.81 0.08
H 19.61 13.45 12.85 0.05
H 20.84 10.97 14.13 0.09
H 22.45 11.10 13.62 0.07
H 21.64 12.52 14.38 0.07
H 20.53 10.08 11.70 0.11
H 20.66 11.06 10.31 0.12
H 23.17 10.00 11.87 0.09
H 22.58 9.46 10.36 0.10
H 22.91 11.69 9.31 0.11
H 24.39 11.37 10.17 0.11
H 24.45 12.24 12.79 0.08
H 24.28 13.95 12.56 0.08
H 25.42 13.00 11.58 0.09
H 24.35 14.00 9.29 0.08
H 23.29 14.99 10.31 0.07
H 22.58 14.06 9.16 0.07
H 22.09 14.18 13.24 0.08
C 19.75 11.86 21.53 -0.03
C 19.83 11.41 22.96 -0.49
C 18.45 11.71 23.70 0.00
C 20.16 9.88 23.03 -0.15
C 21.51 9.39 22.58 -0.17
C 22.48 10.17 23.50 -0.13
C 22.35 11.75 23.62 -0.45
C 23.06 12.21 24.91 -0.04
C 23.13 12.41 22.45 -0.03
N 20.91 12.06 23.68 -0.12
O 20.78 13.44 23.85 -0.02
H 20.78 11.94 21.19 0.07
H 19.22 11.06 21.02 0.09
H 19.42 12.89 21.34 0.07
H 18.51 11.11 24.61 0.08
H 18.26 12.74 23.99 0.08
H 17.63 11.35 23.08 0.05
H 20.12 9.57 24.08 0.12
H 19.29 9.32 22.69 0.12
H 21.53 8.30 22.70 0.11
H 21.86 9.48 21.55 0.11
H 23.48 9.95 23.12 0.11
H 22.64 9.59 24.41 0.11
H 22.96 13.26 25.21 0.08
H 24.10 11.90 24.95 0.08
H 22.65 11.59 25.71 0.08
H 24.21 12.57 22.50 0.08
H 22.65 13.33 22.10 0.07
H 22.92 11.83 21.55 0.06
H 20.86 13.64 24.79 0.10
C 17.90 18.85 18.25 -0.03
C 18.72 17.60 17.79 -0.42
C 19.98 18.18 17.01 0.00
C 19.15 16.89 19.05 -0.15
C 19.70 15.45 18.87 -0.16
C 18.68 14.67 18.03 -0.15
C 18.42 15.30 16.65 -0.42
C 19.69 15.23 15.67 0.00
C 17.26 14.40 16.07 -0.03
N 17.88 16.66 16.91 -0.14
O 17.35 17.26 15.86 -0.01
H 17.62 19.41 17.35 0.06
H 16.95 18.65 18.74 0.05
H 18.46 19.43 18.98 0.07
H 20.79 17.46 17.11 0.06
H 19.67 18.32 15.98 0.07
H 20.19 19.19 17.36 0.07
H 19.93 17.40 19.62 0.11
H 18.31 16.99 19.75 0.10
H 20.72 15.57 18.49 0.09
H 19.74 15.11 19.90 0.10
H 17.78 14.71 18.64 0.10
H 19.09 13.66 17.98 0.12
H 20.70 15.41 16.06 0.06
H 19.52 16.05 14.97 0.07
H 19.73 14.24 15.22 0.06
H 17.54 13.35 15.99 0.08
H 17.10 14.68 15.03 0.06
H 16.33 14.50 16.63 0.07
H 16.49 17.53 16.19 0.10
C 15.85 17.09 12.74 -0.03
C 14.89 16.57 11.63 -0.43
C 15.79 16.29 10.39 -0.03
C 14.21 15.25 12.20 -0.13
C 13.03 14.76 11.36 -0.18
C 12.00 15.94 11.22 -0.12
C 12.57 17.25 10.62 -0.49
C 12.71 17.16 9.10 -0.03
C 11.50 18.37 10.91 -0.03
N 13.75 17.54 11.44 -0.10
O 14.32 18.72 10.99 -0.03
H 15.21 17.39 13.58 0.05
H 16.46 16.26 13.08 0.07
H 16.46 17.97 12.52 0.08
H 15.28 15.66 9.66 0.06
H 15.97 17.21 9.83 0.08
H 16.72 15.74 10.57 0.06
H 14.95 14.45 12.17 0.11
H 13.73 15.44 13.16 0.11
H 13.32 14.31 10.41 0.10
H 12.56 13.87 11.77 0.10
H 11.48 16.06 12.17 0.11
H 11.24 15.62 10.51 0.11
H 13.03 18.15 8.78 0.08
H 11.79 16.93 8.57 0.08
H 13.43 16.45 8.69 0.07
H 10.56 18.19 10.40 0.09
H 11.77 19.35 10.53 0.07
H 11.32 18.62 11.95 0.07
H 13.81 19.35 11.51 0.06
C 13.42 18.71 19.97 -0.07
N 14.46 17.70 19.91 -0.16
C 15.38 17.92 21.04 -0.06
C 14.42 16.68 18.99 -0.27
O 13.52 16.55 18.10 -0.03
H 13.77 19.70 19.68 0.08
H 12.87 18.74 20.91 0.09
H 12.61 18.35 19.34 0.09
H 14.87 18.01 21.99 0.09
H 16.02 17.05 21.14 0.07
H 16.05 18.78 20.97 0.06
H 15.30 16.04 19.11 0.12
C 18.90 20.59 13.02 -0.08
N 19.29 21.41 14.14 -0.15
C 18.11 21.72 15.06 0.01
C 20.55 21.80 14.25 -0.35
O 20.91 22.51 15.16 0.00
H 18.54 19.65 13.44 0.08
H 19.72 20.35 12.35 0.06
H 18.19 21.07 12.35 0.09
H 17.19 22.16 14.68 0.08
H 17.74 20.76 15.42 0.06
H 18.33 22.32 15.94 0.05
H 21.17 21.32 13.46 0.14
C 19.70 15.91 10.32 -0.07
N 20.27 17.19 10.53 -0.18
C 20.71 17.94 9.37 -0.05
C 20.70 17.61 11.73 -0.34
O 21.32 18.63 11.99 0.00
H 19.41 15.59 11.32 0.08
H 20.41 15.22 9.87 0.08
H 18.85 15.87 9.64 0.08
H 21.26 18.86 9.55 0.09
H 21.33 17.43 8.63 0.08
H 19.83 18.06 8.75 0.09
H 20.29 16.98 12.54 0.13
C 13.22 11.99 14.91 -0.04
N 12.11 12.83 15.42 -0.18
C 10.79 12.20 15.46 -0.05
C 12.40 13.97 16.07 -0.31
O 11.50 14.61 16.69 -0.05
H 14.13 12.58 14.74 0.08
H 12.87 11.36 14.09 0.08
H 13.47 11.27 15.69 0.06
H 10.00 12.92 15.66 0.08
H 10.52 11.82 14.48 0.08
H 10.65 11.44 16.23 0.08
H 13.48 14.21 16.11 0.13